Here is one molecule with the formula C4H7ClN2 at a distorted geometry from OMol25. Energies are from ωB97M-V/def2-TZVPD.

Its frontier orbital gap is 10.32 eV. Its SMILES is C[C@H]1N=C[C@@H](Cl)N1. The energy above the lowest of the compared OMol25 structures with the same formula, charge and spin comes out at 51.7 kcal per mole. The net charge is 0. Its max |F| is 5.643 eV Å⁻¹. The HOMO energy is -0.349 hartree. The calculation puts the total energy at -726.2582 Ha.

The geometry in XYZ format:
```
14
C4H7ClN2 | OMol25 | ωB97M-V/def2-TZVPD
C -1.61 -0.35 -0.50
C -1.40 0.38 0.83
C 0.49 0.43 -0.67
C 1.66 -0.55 -0.40
N -0.60 -0.38 -1.24
N 0.02 1.03 0.56
Cl -1.21 -0.52 2.39
H -2.57 -0.80 -0.68
H -2.33 1.12 1.00
H 0.71 1.01 -1.60
H 1.57 -1.29 0.37
H 2.64 0.11 -0.13
H 1.94 -1.04 -1.22
H 0.69 0.85 1.29
```